ORCA calculation (ωB97M-V/def2-TZVPD) on an isolated molecule of C27H29NO4.

Results
HOMO-LUMO gap (Ha): 0.323
ΔE to the lowest compared entry with this formula, charge and spin (kJ/mol): 1.2
SMILES: CCCOc1ccc([C@@H](CC(=O)O)NC(=O)CC(c2ccccc2)c2ccccc2)cc1
LUMO energy (eV): 0.534
Total energy (Ha): -1402.0416
Maximum force (eV Å⁻¹): 0.65

Geometry as ORCA input:
```
! wB97M-V def2-TZVPD RIJCOSX def2/J DEFGRID3
* xyz 0 1
C -4.94 -4.23 -0.04
C -5.47 -3.18 0.92
C -4.46 -2.05 1.13
O -4.36 -1.33 -0.09
C -3.43 -0.35 -0.20
C -2.58 0.06 0.82
C -1.65 1.06 0.58
C -1.57 1.69 -0.65
C -0.52 2.75 -0.93
C -0.77 4.06 -0.15
C -0.62 3.89 1.34
O 0.33 3.41 1.90
O -1.67 4.37 2.01
N 0.80 2.24 -0.65
C 1.58 1.70 -1.61
O 1.32 1.79 -2.80
C 2.81 0.98 -1.10
C 2.54 0.03 0.08
C 3.77 -0.82 0.31
C 4.04 -1.90 -0.52
C 5.17 -2.67 -0.33
C 6.05 -2.38 0.70
C 5.78 -1.31 1.54
C 4.65 -0.54 1.34
C 1.33 -0.86 -0.09
C 0.75 -1.14 -1.32
C -0.34 -1.99 -1.40
C -0.86 -2.58 -0.27
C -0.28 -2.31 0.96
C 0.79 -1.46 1.05
C -2.43 1.28 -1.66
C -3.35 0.28 -1.44
H -4.68 -3.77 -0.99
H -4.04 -4.70 0.37
H -5.68 -5.00 -0.21
H -5.69 -3.63 1.89
H -6.39 -2.75 0.53
H -3.49 -2.46 1.41
H -4.81 -1.37 1.93
H -2.61 -0.40 1.79
H -0.98 1.33 1.38
H -0.54 2.98 -2.00
H -0.04 4.80 -0.47
H -1.78 4.43 -0.36
H -1.55 4.27 2.96
H 1.05 2.15 0.32
H 3.24 0.42 -1.94
H 3.55 1.72 -0.79
H 2.39 0.63 0.99
H 3.35 -2.14 -1.32
H 5.37 -3.51 -0.99
H 6.93 -2.98 0.85
H 6.46 -1.07 2.35
H 4.45 0.30 2.00
H 1.14 -0.70 -2.22
H -0.78 -2.19 -2.37
H -1.70 -3.25 -0.35
H -0.68 -2.78 1.86
H 1.24 -1.25 2.01
H -2.37 1.75 -2.63
H -4.02 -0.05 -2.23
*
```

=====

ORCA calculation (ωB97M-V/def2-TZVPD) on a cluster of 2 separate species, C5H12O in total.

Results
HOMO-LUMO gap (Ha): 0.363
ΔE to the lowest compared entry with this formula, charge and spin (kJ/mol): 120.1
SMILES: C/C=C/C.CO
LUMO energy (eV): 0.934
Total energy (Ha): -272.9029
Maximum force (eV Å⁻¹): 0.43

Geometry as ORCA input:
```
! wB97M-V def2-TZVPD RIJCOSX def2/J DEFGRID3
* xyz 0 1
C -1.59 1.83 0.55
C -0.51 0.97 1.17
C 0.66 0.71 0.59
C 1.74 -0.16 1.17
H -1.74 2.75 1.12
H -1.33 2.11 -0.47
H -2.55 1.30 0.53
H -0.73 0.54 2.15
H 0.87 1.13 -0.40
H 2.02 -0.92 0.43
H 1.40 -0.66 2.08
H 2.64 0.42 1.41
C -0.48 -1.69 -1.58
O 0.79 -1.13 -1.87
H -0.40 -2.64 -1.05
H -0.99 -0.97 -0.93
H -1.08 -1.84 -2.49
H 1.29 -1.77 -2.39
*
```

=====

ORCA calculation (ωB97M-V/def2-TZVPD) on a structure of composition C4H6N2O2 in a non-equilibrium geometry.

Results
HOMO-LUMO gap (Ha): 0.324
ΔE to the lowest compared entry with this formula, charge and spin (kJ/mol): 681.4
LUMO energy (eV): -0.186
Total energy (Ha): -415.7811
Maximum force (eV Å⁻¹): 8.33

Geometry as ORCA input:
```
! wB97M-V def2-TZVPD RIJCOSX def2/J DEFGRID3
* xyz 0 1
C -1.44 -0.17 0.35
C -0.56 -1.45 0.02
C 2.57 0.29 -0.17
C -0.24 0.68 0.10
H -3.50 0.56 0.16
H -1.73 -0.11 1.37
H -0.58 -2.25 0.88
H -0.81 -1.79 -1.02
H 3.72 0.04 0.23
H 2.21 1.44 -0.95
N 0.51 -0.50 -0.15
N 1.91 -0.86 0.10
O -2.44 0.17 -0.45
O 0.17 1.77 0.19
*
```

=====

ORCA calculation (ωB97M-V/def2-TZVPD) on an isolated molecule of C4H8O3.

Results
HOMO-LUMO gap (Ha): 0.395
ΔE to the lowest compared entry with this formula, charge and spin (kJ/mol): 128.4
SMILES: O=C(CO)CCO
LUMO energy (eV): 0.579
Total energy (Ha): -382.9159
Maximum force (eV Å⁻¹): 0.45

Geometry as ORCA input:
```
! wB97M-V def2-TZVPD RIJCOSX def2/J DEFGRID3
* xyz 0 1
O 1.26 -1.06 -1.15
C 0.66 -0.66 -0.17
C 1.43 -0.03 0.97
O 2.80 -0.07 0.76
C -0.85 -0.71 -0.08
C -1.50 0.44 -0.85
O -1.10 1.71 -0.37
H 1.06 1.00 1.07
H 1.16 -0.55 1.91
H 2.91 -0.43 -0.14
H -1.18 -1.67 -0.51
H -1.16 -0.68 0.97
H -1.19 0.39 -1.90
H -2.59 0.32 -0.82
H -1.73 1.99 0.30
*
```